Density functional theory data (wB97M-V/def2-TZVPD) for a 2-piece molecular cluster, C2H2BrP overall.

Last column: Mulliken charge in e.
CARTESIAN COORDINATES (ANGSTROEM)
C -0.97873 0.19495 -0.36489  -0.23
C -2.04094 0.80860 -0.45624  -0.53
P 1.78160 -1.25996 -0.04815  0.28
Br 3.19398 0.37208 0.34603  0.02
H 1.02250 -1.29516 1.26318  0.16
H -2.97841 1.17949 -0.73993  0.31

The value obtained for the LUMO energy (spin up / spin down) is -3.07 / -3.07 eV. Its largest force on an atom is 0.06361 hartree/bohr. The calculation puts the energy above the lowest of the compared OMol25 structures with the same formula, charge and spin at 104.1 kcal per mole. The total energy is -81431.45002 eV. The calculation puts the HOMO-LUMO gap (spin up / spin down) at 0.2262 / 0.2262 Ha.

Density functional theory data (wB97M-V/def2-TZVPD) for an isolated molecule of C3H7NOS.

Last column: Mulliken charge in e.
CARTESIAN COORDINATES (ANGSTROEM)
C 0.22799 -1.68091 -0.19846  -0.38
C -0.05832 -0.91659 0.78491  -0.37
S 0.06384 0.74825 0.48457  0.94
C 0.89059 0.48901 -1.03076  -1.25
N -1.55610 1.15935 0.09844  -0.43
O 0.40217 1.51635 1.70602  -0.72
H 0.15704 -2.82092 -0.16858  0.23
H 0.54837 -1.36049 -1.16427  0.47
H -0.13881 -1.25231 1.81711  0.34
H 1.79541 0.03535 -0.54850  0.37
H 1.28909 1.36202 -1.46348  0.34
H -1.81030 2.03913 0.36903  0.23
H -1.81097 0.68175 -0.68604  0.24

The value obtained for the LUMO energy is 0.74 eV. Its largest force on an atom is 0.12448 hartree/bohr. The calculation puts the energy above the lowest of the compared OMol25 structures with the same formula, charge and spin at 136.7 kcal per mole. Its SMILES is C=C[S@@](=C)(N)=O. The total energy is -17592.00164 eV. The calculation puts the HOMO-LUMO gap at 0.3328 Ha.

Density functional theory data (wB97M-V/def2-TZVPD) for an isolated molecule of C4H7NO.

Last column: Mulliken charge in e.
CARTESIAN COORDINATES (ANGSTROEM)
O -0.02443 -2.52198 -0.56846  -0.56
C -0.62268 -1.46869 -0.66591  0.04
N -0.15032 -0.27247 -0.21989  0.12
C 1.17265 -0.16809 0.35734  -0.13
C 1.46371 0.94038 1.24765  -0.68
C -0.87828 0.97620 -0.35771  -1.15
H -1.62720 -1.38708 -1.12664  0.34
H 1.33755 -0.91600 1.18111  0.28
H 1.95390 -0.40010 -0.37693  0.34
H 0.49980 1.24427 1.71070  0.26
H -0.15954 1.79197 -0.22211  0.44
H -1.30119 1.08995 -1.35707  0.38
H -1.66398 1.09162 0.39791  0.33

The value obtained for the LUMO energy is -0.48 eV. Its largest force on an atom is 0.01131 hartree/bohr. The calculation puts the energy above the lowest of the compared OMol25 structures with the same formula, charge and spin at 109.2 kcal per mole. The total energy is -7794.90710 eV. The calculation puts the HOMO-LUMO gap at 0.3228 Ha.

Density functional theory data (wB97M-V/def2-TZVPD) for C26H46BMoN8S7Sb as an isolated structure.

Last column: Mulliken spin population.
CARTESIAN COORDINATES (ANGSTROEM)
Mo -0.48640 0.26065 0.12932  -0.01
C -0.05773 -3.25787 -2.92732  0.00
C 1.45303 -3.40824 -3.09327  0.00
C 1.77621 -4.86372 -3.41488  0.00
C 2.01103 -2.51210 -4.19525  0.00
N 2.15240 -3.03997 -1.79179  0.00
C 3.03430 -3.87780 -1.13854  0.00
C 3.54748 -3.19423 -0.09504  0.00
N 2.99144 -1.93350 -0.09667  0.01
B 3.55361 -0.83832 0.84828  -0.01
N 3.61410 0.52627 0.11467  0.00
C 4.72115 0.84087 -0.63661  0.00
C 4.55285 2.08869 -1.12205  0.00
N 3.33355 2.54582 -0.67341  0.00
C 2.78113 1.57168 0.08088  0.01
S 1.23478 1.72753 0.92342  0.00
C 2.79565 3.92447 -0.98338  0.00
C 1.43835 3.76586 -1.67528  0.00
C 2.70834 4.71897 0.31611  0.00
C 3.75724 4.62342 -1.93956  0.00
N 2.82299 -0.70694 2.21295  0.00
C 3.50484 -0.29753 3.33437  0.00
C 2.64875 -0.34072 4.37884  0.00
N 1.43175 -0.77897 3.90067  0.00
C 1.56766 -0.97744 2.57391  0.00
S 0.32493 -1.54811 1.46777  0.02
C 0.21680 -1.02218 4.77282  0.00
C -0.14163 -2.50386 4.70172  0.00
C -0.92901 -0.12692 4.30373  0.00
C 0.57372 -0.66088 6.21095  0.00
C 2.12476 -1.87073 -1.12322  0.00
S 1.18276 -0.45662 -1.59091  0.02
H -0.55552 -3.87721 -3.67254  0.00
H -0.39182 -2.23208 -3.07116  0.00
H -0.37566 -3.59991 -1.94280  0.00
H 1.27845 -5.10993 -4.35088  0.00
H 1.40425 -5.54836 -2.65122  0.00
H 2.84232 -5.03030 -3.56678  0.00
H 1.53731 -2.78072 -5.13930  0.00
H 3.08658 -2.65330 -4.30494  0.00
H 1.80890 -1.45849 -4.00921  0.00
H 3.24287 -4.87498 -1.47434  0.00
H 4.29035 -3.48368 0.62689  0.00
H 4.67964 -1.14570 1.10205  0.00
H 5.54232 0.15513 -0.74764  0.00
H 5.19604 2.67502 -1.74926  0.00
H 0.63843 3.67187 -0.93909  0.03
H 1.42682 2.89239 -2.32951  -0.01
H 1.24932 4.64558 -2.28980  0.00
H 2.02559 4.26642 1.03409  0.00
H 2.34184 5.72090 0.09293  0.00
H 3.69138 4.81509 0.77694  0.00
H 3.84925 4.09836 -2.89118  0.00
H 4.74523 4.76485 -1.50233  0.00
H 3.35459 5.61359 -2.14486  0.00
H 4.54650 -0.03083 3.30009  0.00
H 2.81829 -0.11717 5.41437  0.00
H -0.41210 -2.81221 3.69179  0.00
H -0.99575 -2.68982 5.35349  0.00
H 0.68595 -3.12289 5.04843  0.00
H -1.40203 -0.51011 3.39955  0.00
H -0.57690 0.89052 4.12321  0.00
H -1.68238 -0.08200 5.09007  0.00
H 1.40165 -1.25624 6.59476  0.00
H -0.29372 -0.87944 6.83140  0.00
H 0.80235 0.39917 6.32551  0.00
S -1.79194 4.58390 -1.24676  0.93
Sb -2.78782 2.54006 -0.94187  -0.04
S -1.17805 1.05756 -1.92860  0.08
S -1.78116 1.53363 1.29941  -0.02
C -4.51155 -0.47232 0.96780  0.00
N -3.87264 -1.62050 1.59746  0.00
C -4.26039 -1.81533 3.00189  0.00
C -2.93204 -2.36282 1.00427  0.00
S -1.97421 -1.75979 -0.34545  0.00
N -2.82380 -3.65137 1.31427  0.00
C -1.68229 -4.50024 0.96186  0.00
C -3.97646 -4.43999 1.78633  0.00
H -5.57233 -0.50224 1.21587  0.00
H -4.40252 -0.52070 -0.11184  0.00
H -4.10350 0.46038 1.35812  0.00
H -4.30918 -0.82958 3.46447  0.00
H -3.50633 -2.40354 3.51707  0.00
H -5.23487 -2.29094 3.09782  0.00
H -0.81030 -3.90481 0.72907  0.00
H -1.94196 -5.12221 0.10437  0.00
H -1.46912 -5.14645 1.81265  0.00
H -4.90310 -3.93033 1.54398  0.00
H -3.92171 -4.64052 2.85500  0.00
H -3.95428 -5.38857 1.25368  0.00

The multiplicity is 2. The value obtained for the LUMO energy (spin up / spin down) is -10.35 / -11.00 eV. Its expectation value of S² is 0.760. Its largest force on an atom is 0.01334 hartree/bohr. The total energy is -124527.61475 eV. The calculation puts the HOMO-LUMO gap (spin up / spin down) at 0.2120 / 0.1876 Ha. The net charge is +3.

Density functional theory data (wB97M-V/def2-TZVPD) for C34H43N6O4SSiTi as an isolated structure.

Last column: Mulliken charge in e.
CARTESIAN COORDINATES (ANGSTROEM)
Ti -0.50856 -1.02852 -1.17153  -0.56
O -1.76585 -2.29649 -0.30270  0.23
C -3.04066 -2.26737 -0.19823  -0.17
C -3.68620 -3.15471 0.69907  -0.88
C -5.04093 -3.10999 0.90432  -0.38
C -5.84924 -2.19172 0.22103  -0.84
C -5.25194 -1.34010 -0.67937  -0.58
C -3.87102 -1.35813 -0.91420  1.21
C -3.36294 -0.47559 -1.93783  -0.56
N -2.16062 -0.37411 -2.29016  1.06
C -1.85018 0.52383 -3.40366  -1.08
C -0.34449 0.46093 -3.65361  -0.86
N 0.30009 0.47419 -2.36037  -0.10
C 1.42635 -0.26805 -2.09413  -0.40
C 1.91286 -1.38108 -2.93001  0.77
C 3.21267 -1.50391 -3.40897  -0.83
C 3.60578 -2.61402 -4.15344  -0.68
C 2.68261 -3.61510 -4.42493  -0.47
C 1.38317 -3.52843 -3.93748  -0.95
C 0.99908 -2.42664 -3.16888  0.30
O -0.19966 -2.33499 -2.60581  -0.17
H -3.05660 -3.85213 1.23629  0.43
H -5.49189 -3.79631 1.61277  0.39
H -6.91748 -2.15837 0.39105  0.38
H -5.85581 -0.62631 -1.23251  0.33
H -4.11641 0.12613 -2.45262  0.22
H -2.15652 1.53612 -3.12556  0.48
H -2.41180 0.22808 -4.29295  0.45
H -0.06053 1.34416 -4.25736  0.47
H -0.10716 -0.42176 -4.25766  0.31
H 2.12077 0.14825 -1.37054  0.58
H 3.92699 -0.71590 -3.18849  0.44
H 4.62362 -2.69529 -4.51770  0.38
H 2.97961 -4.48223 -5.00579  0.37
H 0.66129 -4.31916 -4.10924  0.44
C 2.00280 -0.28136 4.76432  -0.90
Si 3.11263 -1.44908 3.78604  0.55
C 4.78648 -0.67575 3.42031  -1.05
C 3.52144 -2.87267 4.97535  -1.26
C 2.26773 -2.23774 2.31438  0.34
C 2.16915 -3.60848 2.17366  0.17
C 1.50819 -4.15181 1.07356  -1.50
C 0.91791 -3.27806 0.19070  -0.51
N 0.98624 -1.93631 0.28237  0.25
C 1.69849 -1.39805 1.30912  -0.33
S 1.98241 0.30110 1.43996  -0.64
H 1.94912 -0.58186 5.81756  0.38
H 0.99428 -0.27610 4.34371  0.09
H 2.37798 0.74337 4.70718  0.28
H 5.23159 -0.30076 4.35026  0.30
H 4.69008 0.14573 2.71061  0.26
H 5.46748 -1.42287 2.99893  0.30
H 3.91239 -2.46441 5.91422  0.29
H 4.28560 -3.54085 4.56362  0.31
H 2.64066 -3.47645 5.21801  0.32
H 2.60743 -4.26779 2.91808  0.33
H 1.42562 -5.21863 0.91673  0.41
H 0.35169 -3.65492 -0.65079  0.60
C 1.92997 4.74586 -1.06373  -0.84
C 1.85345 3.19686 -0.96340  -0.78
N 0.52385 2.82079 -0.55631  0.80
C -0.47386 3.35522 -1.45743  0.17
C -0.53262 4.89459 -1.28566  -1.12
N 0.66253 5.28440 -0.44352  0.05
C 0.49926 4.74314 0.95646  -0.95
C 0.26273 3.21785 0.81214  0.04
H 1.94435 5.10615 -2.09247  0.34
H 2.76852 5.18180 -0.52101  0.33
H 2.56394 2.80489 -0.23388  0.46
H 2.07315 2.73844 -1.92878  0.38
H -1.43703 2.91933 -1.21082  -0.25
H -0.19920 3.07758 -2.47625  0.36
H -1.42200 5.21668 -0.74276  0.36
H -0.45644 5.45011 -2.22060  0.38
H 0.72136 6.29401 -0.40087  0.28
H -0.34214 5.26974 1.40601  0.37
H 1.41233 4.99323 1.49667  0.29
H -0.77261 2.97533 1.04271  -0.09
H 0.90829 2.65018 1.48065  0.20
O -4.59528 3.25508 0.91087  -0.76
C -3.89749 2.26206 1.04060  0.12
C -4.12370 1.19382 2.11453  -0.57
C -2.83220 0.39105 2.06526  -0.44
C -2.21063 0.86987 0.76172  -0.06
O -1.20305 0.32719 0.28076  0.20
N -2.81903 1.94418 0.25006  0.02
H -4.98392 0.59327 1.80903  0.19
H -4.35722 1.65496 3.07244  0.30
H -2.94209 -0.69083 2.07507  0.22
H -2.13905 0.66164 2.86585  0.32

The value obtained for the LUMO energy (spin up / spin down) is 1.24 / 1.24 eV. Its largest force on an atom is 0.06572 hartree/bohr. The calculation puts the energy above the lowest of the compared OMol25 structures with the same formula, charge and spin at 0.0 kcal per mole. The total energy is -94920.04185 eV. The calculation puts the HOMO-LUMO gap (spin up / spin down) at 0.1542 / 0.1544 Ha. The net charge is -1.

What did the second record say?
Density functional theory data (wB97M-V/def2-TZVPD) for an isolated molecule of C3H7NOS.

Last column: Mulliken charge in e.
CARTESIAN COORDINATES (ANGSTROEM)
C 0.22799 -1.68091 -0.19846  -0.38
C -0.05832 -0.91659 0.78491  -0.37
S 0.06384 0.74825 0.48457  0.94
C 0.89059 0.48901 -1.03076  -1.25
N -1.55610 1.15935 0.09844  -0.43
O 0.40217 1.51635 1.70602  -0.72
H 0.15704 -2.82092 -0.16858  0.23
H 0.54837 -1.36049 -1.16427  0.47
H -0.13881 -1.25231 1.81711  0.34
H 1.79541 0.03535 -0.54850  0.37
H 1.28909 1.36202 -1.46348  0.34
H -1.81030 2.03913 0.36903  0.23
H -1.81097 0.68175 -0.68604  0.24

The value obtained for the LUMO energy is 0.74 eV. Its largest force on an atom is 0.12448 hartree/bohr. The calculation puts the energy above the lowest of the compared OMol25 structures with the same formula, charge and spin at 136.7 kcal per mole. Its SMILES is C=C[S@@](=C)(N)=O. The total energy is -17592.00164 eV. The calculation puts the HOMO-LUMO gap at 0.3328 Ha.